# 1
C35H58N3OP2Pb | ωB97M-V with the def2-TZVPD basis set

For the HOMO-LUMO gap, the calculation gives 5.277 eV. The total charge is +1. The HOMO energy is -8.5 eV. As for the LUMO energy: -3.20 eV.

Structure (XYZ):
```
100
C35H58N3OP2Pb ωB97M-V with the def2-TZVPD basis set
C -2.8500 -0.3676 2.7493
H -2.5805 -4.5061 -1.1464
H 1.5397 4.1635 -2.1327
H -2.9132 1.6165 -0.5308
H -1.2045 2.3475 5.6255
H -0.5194 -4.5602 3.8924
H -2.1041 2.7327 -2.4277
H -0.4281 -2.3699 -2.1622
H 0.8010 5.2114 1.4272
H 1.9967 1.0348 -4.0636
H -0.5000 -5.8733 0.4162
C 2.1294 0.3915 -3.1899
C -1.6452 4.7334 0.3568
C 3.0084 3.0053 -0.1202
H 3.8476 3.6533 0.1885
C 1.5979 4.4607 1.3693
H 0.3869 2.4634 -2.6788
H 3.2028 2.6716 -1.1472
C 0.6442 -3.6803 2.2964
H 2.6332 -2.2853 0.7495
C 0.8278 2.0064 -1.7635
H -0.6817 0.8138 -4.0265
H 0.8495 -3.6287 -2.3065
H -3.7273 3.1172 -0.0449
H 0.1686 1.5814 7.5658
H -2.6929 2.2715 1.1216
C -2.7933 2.5394 0.0601
H -0.3720 2.0149 3.2908
C 1.4563 1.0542 3.9358
H 0.9560 -5.5398 -0.5852
H -2.6539 5.1704 0.3056
C 1.6799 3.7846 -0.0028
H -0.5819 -5.9757 -1.3441
C -0.2342 1.8796 5.4620
H 3.2101 0.1571 4.8299
H -4.2718 1.1982 -4.0855
C 2.1138 -1.3470 -1.1165
H 2.3054 -2.3590 2.8919
H 3.7700 -2.3591 -2.0150
C -0.6978 -4.1293 2.8973
H -4.0908 0.3270 -5.6409
H -0.8210 -3.9879 -2.7977
C 2.2448 0.6350 5.0235
C 1.5967 -4.8764 2.1473
C -0.5618 -3.9476 -0.6506
C 3.0568 -1.5434 -2.1308
C -0.1319 -5.4143 -0.5113
C -2.0853 -3.8239 -0.4437
H 1.4100 3.7365 2.1762
C -1.6329 3.4301 -0.4501
C -2.6525 -0.1910 -4.0756
H -1.9172 -1.2453 -5.8676
N -2.2004 -0.5413 -1.5670
H 1.1442 -5.7218 1.6207
H 2.3864 0.5002 7.1699
C 0.5358 1.4386 6.5458
C -2.7616 -0.6297 -2.6193
Pb -0.7043 -0.3101 0.6990
C 1.9331 -2.4977 -0.0824
O -3.7225 -0.4655 3.4916
H -4.8481 -0.4006 -4.1353
H 1.4461 -3.1385 4.2327
H 2.5491 4.9606 1.6236
H -1.6645 1.2132 -5.4537
H -2.3882 -4.1130 0.5696
H -1.3964 -3.2894 3.0251
H 2.5292 -4.5998 1.6398
H 0.6377 5.3354 -1.1674
C 1.5553 4.7354 -1.1971
H 3.0494 2.1067 0.5138
C 1.3100 -2.6642 3.2460
P 0.1411 2.5378 -0.2374
H -0.8400 -1.2646 -4.4254
C -1.8916 -1.3368 -4.7679
H -2.4374 -2.8063 -0.6523
C 3.0429 -0.6636 -3.2079
H 0.7059 -1.7597 3.4018
C 1.3843 0.7033 -2.0019
C -1.9085 3.6901 -1.9321
H -1.1966 -4.8996 2.2963
H -1.4189 4.5568 1.4145
H 2.4110 5.4216 -1.2666
H 3.6887 -0.8810 -4.0551
H -0.9491 5.4838 -0.0291
H -2.8342 4.2777 -2.0427
C -1.7167 0.9952 -4.3737
C -4.0526 0.2249 -4.5448
P 0.2643 -2.8187 0.6371
C 1.7848 0.8369 6.3278
C 0.2232 1.6971 4.1538
H 1.5528 1.3415 1.8862
H -1.1015 4.2182 -2.4572
H -2.2011 -2.3316 -4.4179
N 1.3476 -0.2497 -0.9957
H 2.2566 -3.4395 -0.5746
H 1.8567 -5.2314 3.1559
H 2.7945 0.4077 2.5291
C -0.2066 -3.4433 -2.0597
N 1.8322 0.6989 2.6432
H -2.0105 1.9236 -3.8803
```

---

# 2
C35H58OP2Pt | ωB97M-V with the def2-TZVPD basis set

For the HOMO-LUMO gap (alpha / beta), the calculation gives 6.630 / 5.968 eV. The total charge is +2. The HOMO energy (alpha / beta) is -11.0 / -13.6 eV. As for the multiplicity: 5. As for the LUMO energy (alpha / beta): -4.37 / -7.64 eV.

Structure (XYZ):
```
97
C35H58OP2Pt ωB97M-V with the def2-TZVPD basis set
H -2.6088 -2.1901 -0.1883
H -3.4151 1.3661 -1.3335
P -1.4339 0.0090 -1.7951
H 1.0291 5.7673 3.8523
C 1.5698 4.0432 1.7916
H 2.9569 5.0545 3.1319
H -3.2626 2.3602 1.7917
H -1.7648 -3.7534 -0.1968
H 0.1400 1.9515 -7.6989
H -4.7425 3.5049 0.2005
H 2.8669 -0.0575 -2.8452
H -4.1942 5.0909 0.7933
C 0.2312 4.3585 2.4545
H 1.3922 -1.0505 -2.9727
C 1.9672 2.8045 -3.2433
C 0.9056 -3.5097 -0.7082
H -1.9367 -0.8264 -4.0684
C -2.2764 4.9669 3.5891
H -3.1124 0.4364 -3.5547
C 0.1248 5.2759 3.4833
H -1.7524 0.5905 2.2372
H 2.3800 0.4335 2.5608
H 3.4822 -2.2409 1.5024
H -3.0592 4.0212 -0.0652
C 1.8543 5.0018 0.6331
C -0.8308 1.5656 -5.7267
H 1.8076 3.3211 -2.2820
H 1.9873 -3.6589 -0.8061
H 2.5129 3.4071 3.6484
H 1.4551 -1.3406 -8.9706
H -2.6513 -0.9526 2.2895
H -4.4242 3.0694 3.9238
H -2.3481 0.4915 -8.4087
H 0.8151 1.2750 2.4202
H 3.0261 2.5202 -3.3537
C -2.6707 0.8388 -0.7212
H 2.0319 -1.7607 -6.8179
C 2.9785 -1.5996 0.7608
C 1.5142 -1.6091 0.9445
H 0.5098 -3.2165 -1.6955
H 3.6340 3.6425 2.2928
H -2.1546 1.5602 -0.0630
C -0.9645 3.7019 1.9490
H 1.3712 0.4105 -8.7430
C -3.5037 3.4173 1.9801
H 1.7096 -0.1227 -1.4773
H -2.5399 -3.1692 1.2914
H -3.1732 0.0877 -0.0996
H -1.3075 2.1218 -3.0432
H -0.7748 2.5742 -5.2869
H 3.2662 -1.9670 -0.2330
C -1.6825 -0.4798 2.4931
C -4.6943 3.4656 2.9390
P 0.9608 1.3210 -3.2765
H -0.3964 2.1885 -1.4883
C 1.0257 -0.5526 -8.3327
H -1.4998 -0.5369 3.5776
C 0.7757 -0.7621 1.8214
C 0.4408 -0.7005 -5.7814
H 0.6688 -1.4140 -4.9805
C 0.3271 0.7269 -5.2557
H 3.3771 -0.5844 0.8847
H 0.4489 -4.4761 -0.4485
C -2.2436 4.0554 2.5488
C -2.5218 -0.4261 -3.2204
C 2.7355 4.0391 2.7806
C -0.6053 1.5744 -2.3860
C -1.3786 0.3859 -7.9007
H -5.5141 2.8570 2.5405
H 2.7902 4.7310 0.1302
H 2.3546 -0.0356 -6.6891
C -1.1126 5.5845 4.0523
H 1.0846 0.1248 3.7396
C -1.9660 -2.8596 0.4054
H 1.9452 6.0311 1.0045
H 1.0379 4.9658 -0.0967
C 1.8015 -0.1114 -2.5725
H -1.7760 1.1118 -5.3839
C 0.5959 -2.4949 0.3157
H 1.2591 1.2530 -5.5309
H -3.1982 -1.2226 -2.8770
H -1.1711 6.3122 4.8610
C -0.7100 -2.2024 0.8085
H 1.6710 3.4591 -4.0790
H -0.8787 -1.1955 -9.3347
C -0.8480 1.6821 -7.2838
H -1.5450 2.4932 -7.5419
H 1.4772 3.0346 1.3680
H -3.2361 5.2130 4.0495
C 1.2961 0.3186 2.6760
H -5.0614 4.4926 3.0569
O -0.8743 2.8125 1.0440
Pt -1.2516 -1.1729 -6.7191
C 1.5589 -0.7699 -6.8962
C -0.4908 -0.6699 -8.4469
C -0.5952 -1.1295 1.7392
C -3.8960 4.0452 0.6404
```

---

# 3
C35H59B2F16N2O10 | ωB97M-V with the def2-TZVPD basis set

For the HOMO-LUMO gap, the calculation gives 9.876 eV. The total charge is +1. The HOMO energy is -12.0 eV. As for the LUMO energy: -2.09 eV.

Structure (XYZ):
```
124
C35H59B2F16N2O10 ωB97M-V with the def2-TZVPD basis set
H 3.1007 4.5369 -1.7385
H 1.3640 -0.7761 -2.2658
O -0.0952 -1.6359 -1.1134
F 0.0539 7.3219 -8.3874
H -3.3853 -1.8217 -1.5614
F 1.4218 -5.3238 8.3706
H 4.6652 -2.1392 6.9021
H -4.7171 -0.9927 -0.2933
H -2.4909 -3.6471 4.7780
H -3.6566 -4.3180 -3.0448
H -0.1177 -0.9771 -3.1572
H 5.2253 -2.7673 5.3906
H -0.8697 1.2527 -3.0297
H -0.6452 1.5248 2.3278
C 2.5163 4.4077 -0.8187
C -0.8823 2.8519 -1.6238
C 1.0769 -2.7490 -3.0123
H -4.6659 3.1315 0.0426
F 1.2687 4.9567 -8.9897
B -4.5520 -2.4451 1.2984
H 0.0001 -2.1480 1.3730
C -2.7290 0.9388 -0.1178
C 2.2506 -1.2194 6.0344
H -3.6238 2.2449 -1.5451
H -4.6417 1.8902 1.0371
C 0.8913 6.7535 -7.4890
H 0.2949 4.6032 -2.2422
F 3.8436 -1.2419 4.3370
H -2.5170 0.2820 -2.0671
F 1.5804 -1.9516 6.9473
C 0.5002 -1.4559 -2.3855
C 4.3561 -2.7421 6.0476
H -2.9911 0.2059 1.7989
C -2.3103 -1.9646 -1.7320
F -0.2647 2.6633 -5.2426
C -1.3521 -1.0932 -0.8607
C -0.7482 1.3515 -1.9391
H -1.2534 -3.0873 0.6796
H -1.0458 -3.8388 -1.6665
C 3.9887 0.8009 -0.1021
C -2.5825 -4.0981 -3.1332
C -4.2794 -0.9807 0.7204
H 3.1987 5.7367 -6.4513
C -3.9882 1.4616 -0.8657
F 2.5125 2.7251 -5.0863
H -2.2354 -3.5177 2.6500
H 0.2912 1.0636 -1.7452
H 1.7973 -2.4500 -3.7842
H 3.8426 5.0898 -7.9205
H 1.3954 7.5541 -6.9399
C 2.1237 -5.1173 7.2348
O -1.9389 -5.3667 -3.2988
C 0.4450 3.5209 -2.1273
C 4.1209 1.8754 0.9657
H 0.2637 -3.2745 -3.5325
C 3.8814 -0.4657 0.2029
O -4.4260 -3.6357 0.6126
H 2.0542 2.3664 -1.2803
C 1.4934 3.2747 -1.0037
H -2.6639 -4.0336 -1.0106
H -4.9795 -0.3336 1.2689
H -0.9486 3.1082 -0.5582
O 3.1853 2.8479 1.0358
H 1.3605 -0.2504 0.6951
H 4.5686 3.9422 -0.0628
H -3.8680 -2.5732 4.9724
C -2.8870 -0.3322 0.8548
C -1.5581 -2.6532 2.7586
C 3.4188 -4.3679 7.5482
F 4.1924 -5.1543 8.3235
H -2.1886 -1.6443 -2.7776
F -0.1638 3.5947 -7.2108
H 2.0114 5.3295 -0.5077
C -2.2329 -2.1272 6.3422
O -0.6964 0.5638 2.4544
N -1.5862 -0.9828 0.6239
H -5.8350 -3.0728 2.5572
C -2.7730 -2.6003 4.9578
F 2.6033 6.6688 -9.0628
H 2.3391 -6.0816 6.7696
H -0.6878 -3.0879 3.2736
F 3.1974 -3.2362 8.2456
O -5.0174 -2.5527 2.6027
C 0.5309 2.8533 -6.3306
C 3.5448 4.0570 0.3145
H -2.4104 1.8706 0.3734
H -1.8071 -1.1213 6.2883
F 2.5838 -3.0071 4.5106
H 3.9647 1.0718 -1.1617
O 5.0111 1.7946 1.7146
F 1.5945 4.6836 -5.2229
C 3.2379 -2.0681 5.2377
H -4.7130 -3.5648 -0.3086
F 1.3387 -4.4012 6.3968
O 4.1504 -4.0978 6.4024
C 2.9294 5.1488 -7.3293
H 3.5335 4.8726 1.0470
C 1.8258 3.5511 -5.9155
H 0.7408 1.8840 -6.7882
H -4.4933 0.7102 -1.4855
C -2.0800 -3.4957 -1.7759
H -1.7429 3.3177 -2.1259
B -0.5369 0.0071 1.2023
F 0.1293 6.0398 -6.6282
O 2.6445 3.7971 -6.9959
C -1.7639 0.3744 -1.2753
H 3.4294 -1.1856 -0.4812
O 0.6345 0.3823 0.5867
H -1.4840 -2.8638 6.6630
H 1.0394 3.0617 -0.0295
H -3.0523 -2.1742 7.0698
F 1.3232 -0.6853 5.1925
H 2.7575 -0.3949 6.5431
H -1.7251 -5.7374 -2.4349
C 1.9004 5.8675 -8.2164
H -1.4928 -1.0568 4.2502
H -3.0891 -1.1257 3.4275
H 4.2175 -0.8632 1.1636
H -2.3133 -3.4724 -3.9905
C -2.2321 -1.7091 3.7713
H 0.7183 3.0399 -3.0690
N -4.9066 2.1437 0.0882
H 1.5616 -3.3938 -2.2723
C -1.1026 -2.2259 1.3433
```

---

# 4
C35H59FFeN5O3P3 | ωB97M-V with the def2-TZVPD basis set

For the HOMO-LUMO gap (alpha / beta), the calculation gives 7.551 / 8.440 eV. The total charge is +3. The HOMO energy (alpha / beta) is -15.3 / -15.5 eV. As for the multiplicity: 2. As for the LUMO energy (alpha / beta): -7.71 / -7.08 eV.

Structure (XYZ):
```
107
C35H59FFeN5O3P3 ωB97M-V with the def2-TZVPD basis set
H -3.4410 1.1554 -0.8119
H 5.1920 3.7599 7.1547
H 2.2457 -0.8750 2.1900
H -1.0976 -3.3479 1.2589
H 2.1042 -4.8177 0.7987
H 0.7810 -0.6501 -4.0465
N 5.2609 4.0444 5.0685
C -3.7284 -3.4385 -1.0798
C -2.5631 -2.4673 -1.2889
C 3.0694 4.1868 4.0655
H 3.8535 -0.4347 0.1761
H 2.9858 -2.5476 -1.4281
O 1.3980 0.9035 0.9997
C -3.0271 -3.2399 2.1570
H 7.5256 6.5475 6.3310
H 8.5239 4.5894 5.4876
H -3.4115 -4.3483 -0.5704
H -2.9447 1.1351 1.8450
H 1.1797 6.4595 3.3949
H -4.5639 -3.0033 -0.5357
H 3.6738 1.2399 -0.3966
H 3.3269 -1.7890 -2.9843
H 2.1355 1.8064 -2.7770
H -1.1317 -4.0811 -1.5699
C 0.7798 0.3838 -3.6927
H 2.9640 0.5403 -3.6880
H -4.3573 -0.2435 -1.4524
C -1.0522 -1.8622 2.8086
C 4.8949 4.5004 6.4041
H 4.5361 0.0406 -1.3901
H -1.4874 5.1505 4.3012
H 0.8518 6.3959 5.9017
C -0.0798 3.9271 2.2744
H -0.3002 -1.1349 2.5086
C -4.1098 0.3341 -0.5615
C 6.6479 3.5792 5.0160
H 6.9918 3.6042 3.9832
C -3.5621 0.2434 1.8820
C 3.4687 1.8495 2.6455
C 4.2751 3.5218 4.2176
P 2.1689 -0.2659 -1.5359
C 1.1553 -3.0617 0.1657
H 6.7782 2.5606 5.3889
H -0.9825 4.5151 2.1744
H -1.9432 -0.9316 -3.6746
O -1.1479 1.2325 0.1377
H -2.9129 0.3256 -2.8519
H -1.7718 -1.3461 3.4394
H -0.5676 -2.6131 3.4356
H -0.6686 2.7728 -3.3784
H -0.5891 -2.5151 -2.2380
H 6.7083 6.1725 4.9571
C -1.9880 0.1146 -3.3776
C 1.1991 1.9897 1.6334
H 3.6599 0.9383 2.0987
H 2.9108 5.1205 4.5836
C 2.5444 -3.0274 1.8683
N 6.8877 5.8674 5.9149
H 0.5362 1.0175 -4.5465
H -1.0819 6.9254 4.3417
H -5.0432 0.7800 -0.2152
H -3.2705 -0.3595 2.7365
C -1.4532 -3.1653 -2.0710
H 3.2229 -3.4096 2.6099
H -2.7410 -3.9436 2.9408
C 3.7058 0.1950 -0.6988
C 4.4377 2.3334 3.4727
H -4.1018 -3.7361 -2.0611
C 2.1066 0.7487 -3.0466
C 2.2406 2.5103 2.5109
H 0.1632 2.8391 -1.8092
O -2.0588 3.1927 0.5721
H -1.8309 -3.4779 -3.0461
N 1.1818 -1.8083 0.5758
C -3.5438 -0.5306 0.5651
C 0.6293 5.6328 3.8263
H 0.5959 -3.4406 -0.6683
N 1.9591 -3.8272 0.9184
H -1.9616 0.7282 -4.2808
H -4.5872 0.5719 2.0602
P -0.5227 0.5866 -2.4153
H -1.5951 2.6879 -1.8594
C 2.0624 -1.7794 1.6430
H 3.8196 4.6203 6.4939
P -1.9778 -1.4508 0.1543
H 1.7016 -2.4025 -2.6429
C -1.7547 -2.5608 1.6347
H 7.5746 4.1712 6.9154
C -0.7235 5.9086 4.4022
C -0.6710 2.3960 -2.3545
N 0.8492 4.3809 3.1153
H -2.9437 -1.6652 -1.9235
C -1.1393 2.4062 0.6930
F 5.5776 1.6284 3.5863
H 0.4177 4.6215 5.7846
C 5.5802 5.8424 6.6746
C 0.0328 2.7685 1.5429
H -4.2286 -1.3760 0.6927
H 5.8089 5.9809 7.7293
H -3.5781 -3.7941 1.4051
C 0.4243 5.5957 5.3137
C 2.5704 -1.9110 -2.2071
C 7.5141 4.5036 5.8810
H -3.7031 -2.5157 2.6114
H 4.9939 6.6880 6.3216
Fe 0.1482 -0.1291 -0.2172
C 2.0505 3.6930 3.2423
```

---

For each record above, in turn, the calculated total energy values are -2483.21692, -2244.97804, -3878.32041, -4255.42674 Ha.